The following is a quantum chemistry calculation of a 2-piece molecular cluster, C4H11NO2 overall, from the OMol25 dataset.

Structure (ORCA input):
```
! wB97M-V def2-TZVPD RIJCOSX def2/J DEFGRID3
* xyz 0 1
H -1.92356 -0.03634 2.53271
H 0.65323 0.51246 1.00694
O -0.20167 -0.98075 -2.38155
N 0.50717 -0.75209 2.71020
H -2.02477 1.06809 1.19503
C 0.01578 0.36481 1.86387
H -0.24830 -1.00002 3.34201
C -1.49402 0.17418 1.54071
C 1.48495 0.48895 -2.85327
H 0.98961 0.90830 -3.74596
H -0.81954 -1.61519 -1.99245
H -1.80086 -0.54987 0.79287
H 1.87333 -0.48717 -3.13456
C 0.34155 0.20866 -1.93655
H 2.23014 1.22364 -2.55048
O -0.15478 0.81938 -1.03939
H 0.54070 -1.58761 2.12874
H 0.03103 1.24056 2.52110
*
```

Values from the calculation:
Structure (SMILES) = CC(=O)O.CCN
E_LUMO = 0.560 eV
HOMO-LUMO gap = 9.73 eV

---

The following is a quantum chemistry calculation of one molecule with the formula C3H8N4, from the OMol25 dataset.

Structure (ORCA input):
```
! wB97M-V def2-TZVPD RIJCOSX def2/J DEFGRID3
* xyz 0 1
N 0.53545 -0.45008 -0.24813
N -1.04814 2.08297 -0.27452
C -1.56878 -1.53098 0.31478
H -2.39537 0.81149 0.27359
H 3.50492 0.65063 -0.17305
C 1.47296 0.40999 -0.06412
N 2.71714 0.16546 -0.55948
C -0.75655 -0.28840 0.10348
H -2.55298 -1.44285 -0.14461
H -0.04871 2.25469 -0.18928
H -1.04857 -2.37845 -0.12388
H 1.43392 1.25347 0.62450
H 2.83853 -0.69023 -1.07502
H -1.70148 -1.73008 1.37993
N -1.38234 0.88237 0.15579
*
```

Values from the calculation:
E_LUMO (alpha / beta) = 0.902 / 0.902 eV
HOMO-LUMO gap (alpha / beta) = 7.58 / 7.59 eV